105
Properties=species:S:1:pos:R:3:forces:R:3 method="wB97M-V/def2-TZVPD" fmax_ha_per_bohr=0.2051 lumo_energy_ev=-0.17 smiles="CCCCCC[Si@](CCCCOC(C)=O)(N=C=O)[C@@H](C)CC.c1cc[nH]c1.c1cc[nH]c1.c1cc[nH]c1.c1cc[nH]c1.c1cc[nH]c1" orbital_gap_ev=7.987 energy_ha=-2288.04035
C -3.4529 4.3073 -4.8476 -0.44 -0.76 -0.09
C -2.7407 3.1751 -3.8441 -0.41 0.40 -0.61
C -1.1632 3.5889 -3.4804 -0.64 -0.59 -1.43
C -0.2854 2.2137 -3.3169 0.94 0.30 0.42
C 0.5070 2.1008 -1.8555 -0.07 1.39 -0.59
C -0.4899 1.8640 -0.5793 0.45 1.95 -0.56
Si -0.6928 0.0417 -0.0069 0.01 0.63 0.40
C 0.5588 -1.2111 -0.7525 0.78 -2.07 -0.09
C -0.1822 -2.4413 -1.6062 0.55 0.04 0.51
C -0.5917 -1.9614 -3.1193 -0.84 0.46 0.15
C -1.9762 -2.6763 -3.6888 2.19 -0.76 -0.53
O -3.0430 -2.7814 -2.6760 -1.66 3.21 -2.35
C -4.1351 -1.8238 -2.9211 -6.05 -2.60 1.74
C -3.9777 -0.2836 -3.4647 0.43 0.01 0.04
O -5.3943 -2.2495 -2.6267 8.41 2.72 -1.77
N -2.3622 -0.5168 -0.5175 -6.17 6.00 2.63
C -3.3141 0.3985 -0.1399 1.62 3.07 -0.46
O -4.0515 1.5003 0.1407 5.21 -8.91 -2.17
C -0.6512 0.0295 1.9178 -0.55 -0.45 2.41
C -1.7707 -1.0587 2.5177 0.56 -0.26 -0.21
C 0.7851 -0.3937 2.5835 -0.37 0.80 0.86
C 2.1052 0.2791 1.8838 1.08 -1.04 0.92
H -2.6205 4.7691 -5.5330 -1.69 -0.60 1.48
H -4.2243 3.7795 -5.5895 1.67 1.03 1.71
H -4.0862 5.1022 -4.2512 1.62 -1.41 -1.24
H -2.7867 2.1610 -4.4622 0.46 2.11 1.40
H -3.3957 3.0035 -2.8747 1.40 0.41 -1.90
H -0.7626 4.1340 -4.4609 -0.83 -0.99 2.22
H -1.0879 4.3357 -2.5803 -0.17 -1.58 -1.62
H -1.0032 1.3133 -3.5263 1.56 1.55 0.51
H 0.5800 2.2162 -4.1331 -1.94 -0.16 1.57
H 1.4035 1.3545 -1.9408 -1.84 1.23 0.29
H 0.9975 3.1783 -1.6989 -0.91 -2.29 -0.40
H -0.0520 2.4958 0.3312 -0.93 -1.41 -1.81
H -1.5160 2.4087 -0.8530 2.04 -1.30 0.68
H 1.0742 -1.7645 0.1713 -1.06 1.27 -1.87
H 1.4346 -0.7484 -1.3741 -1.71 -0.76 1.12
H 0.5732 -3.3466 -1.6261 -1.53 1.76 -0.21
H -1.0939 -2.7943 -0.9397 1.64 0.75 -1.78
H 0.2830 -2.1014 -3.9179 -1.90 0.11 1.84
H -0.8129 -0.8119 -3.0806 0.49 -2.03 0.02
H -1.6677 -3.7853 -3.9640 -0.93 2.20 0.60
H -2.2930 -2.1455 -4.6826 0.32 -0.93 2.01
H -4.3936 -0.1575 -4.5686 0.85 -0.59 2.39
H -2.8688 0.1037 -3.4321 -2.21 -0.95 -0.03
H -4.6279 0.4120 -2.7681 1.28 -1.67 -1.36
H -0.9656 1.0741 2.3965 0.77 -1.98 -1.31
H -1.7893 -1.9711 1.7620 -0.37 1.81 1.65
H -1.3874 -1.5066 3.5558 -0.97 1.21 -2.17
H -2.8410 -0.5482 2.6375 2.37 -1.37 -0.33
H 0.7594 0.0052 3.7085 -0.01 -0.97 -2.37
H 0.8148 -1.5685 2.6667 0.28 2.33 -0.41
H 2.6408 -0.5407 1.2018 -1.20 2.15 1.17
H 1.9178 1.2931 1.3314 0.17 -2.06 0.85
H 2.8938 0.5027 2.7516 -1.69 -0.42 -1.90
N 2.4021 2.7489 4.7899 -0.01 -0.07 0.07
C 3.7092 2.4969 5.1164 0.10 0.02 0.01
C 3.7739 2.2765 6.4741 0.27 0.01 -0.31
C 2.4586 2.3939 6.9835 -0.38 0.10 -0.06
C 1.6314 2.6830 5.9214 -0.08 0.05 0.04
H 2.0598 2.9509 3.8595 0.13 -0.09 0.36
H 4.4796 2.4976 4.3570 -0.10 0.01 0.16
H 4.6712 2.0539 7.0367 -0.13 0.01 -0.12
H 2.1481 2.2791 8.0140 0.01 -0.04 -0.17
H 0.5633 2.8483 5.8742 0.19 -0.02 0.05
N 3.0266 4.4958 10.1294 -0.01 0.04 0.02
C 1.7877 4.1600 10.6099 -0.02 -0.04 0.04
C 1.6056 4.8110 11.8096 -0.21 -0.24 -0.24
C 2.7735 5.5709 12.0584 0.36 0.13 -0.11
C 3.6330 5.3600 11.0035 0.02 0.00 0.06
H 3.4299 4.1593 9.2647 -0.19 0.14 0.25
H 1.1441 3.4870 10.0594 0.08 0.13 0.12
H 0.7262 4.7467 12.4371 0.14 0.00 -0.12
H 2.9665 6.2044 12.9145 -0.02 -0.10 -0.16
H 4.6221 5.7488 10.8013 -0.18 -0.06 0.07
N 1.8830 5.4870 -4.6367 0.02 0.00 0.03
C 2.8975 5.8933 -5.4639 0.06 0.04 -0.10
C 2.6627 7.2044 -5.8131 0.28 -0.30 -0.06
C 1.4677 7.6048 -5.1689 -0.30 -0.10 0.25
C 1.0091 6.5257 -4.4469 -0.10 0.10 0.00
H 1.7937 4.5652 -4.2292 0.02 0.35 -0.13
H 3.6966 5.2159 -5.7339 -0.13 0.14 0.02
H 3.2855 7.8078 -6.4607 -0.10 -0.12 0.11
H 0.9931 8.5759 -5.2251 0.07 -0.18 0.03
H 0.1375 6.4081 -3.8171 0.15 0.06 -0.13
N 2.4745 -5.6522 -1.0901 0.02 -0.01 0.02
C 1.2668 -6.2700 -0.8943 -0.14 -0.04 -0.03
C 1.4218 -7.6080 -1.1801 -0.29 0.25 0.11
C 2.7720 -7.8053 -1.5559 0.37 0.18 -0.06
C 3.3998 -6.5816 -1.4886 0.09 -0.07 -0.08
H 2.6550 -4.6653 -0.9599 -0.06 -0.40 -0.03
H 0.4024 -5.7058 -0.5707 0.11 -0.14 -0.06
H 0.6465 -8.3610 -1.1229 0.09 0.15 0.03
H 3.2366 -8.7394 -1.8439 -0.05 0.17 0.06
H 4.4226 -6.2932 -1.6910 -0.18 -0.09 0.02
N -1.8498 -9.6255 -2.9859 0.05 0.00 0.04
C -2.4436 -8.3959 -3.1045 -0.08 0.09 -0.03
C -3.6886 -8.4664 -2.5203 0.24 0.28 -0.18
C -3.8489 -9.7832 -2.0268 0.17 -0.37 0.06
C -2.6973 -10.4765 -2.3253 -0.08 -0.07 0.03
H -0.9298 -9.8669 -3.3309 -0.36 0.11 0.14
H -1.9315 -7.5788 -3.5946 -0.11 -0.13 0.09
H -4.4036 -7.6565 -2.4555 0.14 -0.12 -0.02
H -4.7112 -10.1825 -1.5087 0.16 0.06 -0.09
H -2.4096 -11.5001 -2.1260 -0.09 0.18 -0.03